A molecular structure, C62H44N7O2SZr, computed with ωB97M-V/def2-TZVPD.

Geometry as XYZ:
```
117
Properties=species:S:1:pos:R:3:forces:R:3
Zr 0.00088 0.08735 0.03109 0.14 -1.00 -0.05
S 3.33061 0.05657 1.00544 -0.03 0.10 -0.04
O 1.49845 -3.88187 5.90750 0.02 0.02 -0.11
O 1.77224 -5.54977 4.38287 0.03 0.10 -0.05
N -2.03313 -1.04609 -0.33003 -0.01 0.13 0.06
N 0.49494 -1.60614 1.61954 -0.11 0.20 0.11
N 0.13861 -2.19579 -0.87632 0.07 0.16 0.06
N 0.64831 0.97848 2.18486 -0.20 0.08 -0.05
N 1.09557 -0.36450 -1.82831 -0.04 0.08 0.20
N 0.98621 2.05201 -0.75086 0.04 0.33 0.04
N -1.63514 1.59180 0.58522 -0.23 0.17 -0.15
C 0.23194 0.17357 3.17965 0.03 -0.22 0.04
C 6.58396 2.15164 -1.92308 -0.02 0.00 -0.01
C 0.55483 3.38595 -0.52899 0.30 -0.12 -0.20
C -3.24149 2.39041 2.04124 -0.01 0.10 0.05
C 0.71234 -2.13281 3.94669 0.06 -0.07 0.05
C 0.00020 6.01137 1.18514 0.03 0.03 0.01
C 0.55245 2.81589 3.70640 0.01 -0.03 0.00
C 0.42956 -1.26245 2.92253 -0.08 0.12 -0.07
C -0.04287 2.00838 4.66578 -0.02 0.01 0.01
C -1.50938 2.93740 0.75859 0.19 0.03 -0.07
C -0.77288 5.26580 0.30200 0.02 -0.06 -0.05
C -2.20035 -2.09331 -1.16978 0.06 -0.04 -0.03
C 1.52337 4.31321 -1.09627 -0.18 0.03 0.06
C 0.84979 -2.87841 1.33948 -0.01 0.00 -0.16
C -1.24426 7.99020 0.62791 0.01 -0.01 0.00
C -2.77434 1.26287 1.34243 0.14 -0.10 -0.03
C 4.65112 -0.95721 0.31793 0.02 -0.07 -0.05
C -1.78625 5.89228 -0.41583 -0.04 0.03 0.01
C -4.86991 0.04669 1.88266 0.07 0.02 -0.09
C -0.03888 -3.44787 -3.79720 -0.01 0.03 0.01
C -0.29377 -2.21160 -2.99595 0.00 -0.02 0.00
C -7.18145 0.64224 2.16904 0.02 -0.01 0.01
C -2.46478 3.44969 1.65341 -0.07 -0.01 0.08
C 6.03102 1.46167 -4.15597 0.00 0.01 0.02
C 2.15695 2.18914 -1.43548 -0.13 0.19 0.05
C -1.95702 -5.17990 -1.31476 -0.01 0.04 0.00
C -2.01778 7.25060 -0.25687 0.02 -0.02 0.01
C -3.58212 0.14842 1.13779 -0.06 0.07 0.11
C 2.51427 3.58778 -1.61195 0.10 -0.14 -0.06
C 0.09655 -7.03192 -2.63929 0.00 0.02 -0.02
C -4.94841 -0.79199 2.98779 -0.04 -0.07 0.02
C -3.29976 -0.82748 0.20374 0.07 -0.06 -0.05
C 3.56125 -0.41566 2.73095 0.00 -0.04 0.02
C 0.85783 2.26937 2.47644 0.05 -0.03 -0.01
C -0.23021 -5.96472 -3.65113 0.01 0.00 0.02
C 1.52194 -4.40376 4.78140 -0.01 -0.24 0.28
C 2.36802 -0.06341 -2.15872 0.01 -0.16 -0.07
C -0.28627 -4.56306 -3.11702 0.00 -0.04 0.04
C 0.56854 -3.27258 -0.03826 -0.05 0.12 0.06
C 6.96419 1.92460 -3.23870 -0.01 -0.01 0.00
C 3.06663 -1.28633 -2.60108 0.01 0.12 0.00
C 1.14508 -3.42263 3.64904 -0.07 0.21 -0.16
C 1.22251 -3.78176 2.31671 0.02 -0.10 0.06
C -3.54243 -2.47819 -1.28111 -0.04 0.03 0.00
C 4.72235 1.22728 -3.75861 0.00 0.00 -0.04
C -7.25681 -0.18749 3.28006 0.00 0.01 -0.02
C -0.23443 7.36982 1.34943 -0.02 -0.02 -0.02
C -0.78770 -4.29423 -1.70243 0.01 0.02 0.08
C -0.19356 0.65768 4.40501 0.17 0.16 0.05
C -6.14079 -0.90242 3.68985 0.03 0.01 -0.02
C 5.27723 1.90997 -1.52550 0.02 0.05 0.01
C -1.87125 -6.51005 -1.24279 0.07 -0.07 0.00
C 0.90231 -1.76858 -2.08335 0.07 0.01 -0.03
C -0.68186 -7.29744 -1.59125 -0.07 0.05 0.01
C -5.98833 0.76436 1.47184 -0.02 0.03 0.04
C 0.20157 -4.44908 -0.53431 -0.05 -0.11 -0.07
C -0.97432 -2.72404 -1.70314 -0.01 0.03 -0.07
C -0.53757 3.79884 0.13290 -0.29 0.04 0.18
C 2.93772 1.17264 -1.99516 0.17 -0.05 -0.04
C 2.23873 -2.31422 -2.45420 -0.02 -0.04 0.00
C -4.23202 -1.71295 -0.36596 -0.01 -0.03 -0.04
C 4.33255 1.44373 -2.43860 -0.05 0.00 0.01
H 6.31930 1.29260 -5.18498 0.00 0.00 0.00
H -5.28188 -1.75370 -0.12521 0.00 0.01 0.00
H 0.96107 -7.65739 -2.82570 0.00 0.00 -0.01
H 5.58716 -0.71697 0.82041 -0.01 0.00 0.01
H 4.09212 -1.30857 -2.93471 -0.01 0.00 -0.01
H -6.19709 -1.55246 4.55265 0.00 0.00 0.00
H 2.91392 0.19465 3.35546 0.00 0.01 0.00
H 0.69232 -1.84364 4.98913 -0.01 -0.03 0.02
H 0.75162 3.86148 3.89235 0.00 0.00 0.01
H 0.33417 -3.42153 -4.81312 0.01 0.00 0.01
H 1.41286 5.38468 -1.09816 -0.02 0.00 0.01
H 4.59483 -0.21450 3.00777 -0.01 -0.01 0.02
H -8.05184 1.19721 1.84556 0.00 0.00 0.00
H -1.42676 9.04909 0.75221 0.00 0.00 0.00
H 2.43391 -3.35382 -2.66392 0.00 0.00 0.00
H 4.98203 2.06900 -0.49404 0.00 0.01 -0.01
H -5.92119 1.41479 0.60804 0.00 0.00 0.00
H 4.43144 -2.01818 0.43339 -0.01 0.00 0.00
H -4.09941 2.39963 2.69281 0.01 0.01 0.01
H 0.45370 -6.00711 -4.49792 0.01 0.00 0.00
H -1.22972 -6.18456 -4.04623 0.00 0.00 0.00
H 0.36637 -5.40473 -0.06071 -0.01 0.02 0.01
H 0.79652 5.52823 1.74048 -0.01 0.00 0.00
H -0.45224 -8.14752 -0.95855 0.00 0.00 0.00
H -2.39256 5.31282 -1.10168 0.00 0.00 0.00
H 3.99038 0.88895 -4.48320 0.00 0.00 0.01
H -2.72058 -7.05174 -0.84133 0.00 -0.01 0.00
H 1.29495 2.86653 1.69163 -0.03 0.01 0.00
H 3.39248 3.92739 -2.13490 0.01 -0.02 0.01
H 3.33749 -1.46917 2.89403 0.00 0.00 -0.02
H -0.58535 -0.02407 5.14552 0.01 0.01 0.02
H -3.93895 -3.23832 -1.93227 0.00 0.01 0.00
H -0.35250 2.41934 5.61749 0.01 0.00 0.00
H -2.55533 4.48165 1.94509 -0.01 0.00 0.01
H 4.75620 -0.71683 -0.73629 0.01 0.00 0.03
H 7.30760 2.51132 -1.20344 0.00 0.00 0.00
H 1.52485 -4.79474 2.08076 0.02 0.00 -0.01
H -8.18713 -0.27919 3.82425 0.00 0.00 0.00
H -4.07855 -1.35928 3.29710 0.00 0.00 0.00
H 7.98366 2.11098 -3.54865 0.00 0.00 0.00
H -2.85717 -4.70274 -0.95934 0.02 -0.01 -0.01
H -2.80234 7.73197 -0.82523 0.00 0.00 0.00
H 0.37320 7.94286 2.03712 0.00 0.00 0.00
H -0.77057 -1.38358 -3.51584 0.00 -0.01 -0.02
```
Positions in Å, forces in eV/Å.

* net charge: +1
* electronic energy: -3367.9363 Eh
* LUMO energy: -0.1647 hartree
* strongest force on any atom: 1.01 eV/Å
* ΔE to the lowest compared entry with this formula, charge and spin: 470.1 kJ/mol

***

2 unconnected molecules or ions with the total composition C16H17N, computed with ωB97M-V/def2-TZVPD.

Geometry as XYZ:
```
34
Properties=species:S:1:pos:R:3:forces:R:3
N -3.44419 -2.13397 -1.58711 -3.45 -3.23 0.32
C -3.36733 -0.15812 -2.75826 -0.87 -2.21 -1.74
C -0.70946 -0.04304 -2.44671 -1.81 -0.99 1.56
C -2.16040 -1.80752 -1.53926 1.12 3.49 -1.98
C 2.09103 1.44317 3.69721 2.35 -0.82 1.31
C 0.15912 -1.61725 -0.84185 -0.15 -0.81 0.12
C 1.09524 1.30195 1.63098 -0.57 -0.35 -3.78
C -1.06720 -2.31648 -0.86575 1.81 4.28 -2.15
C 3.30047 0.37391 1.85904 -1.24 1.25 -1.53
C 1.06349 1.84684 2.87586 -1.23 0.39 1.55
C 0.28910 -0.42956 -1.55917 0.87 1.11 -0.74
C -3.81492 0.96725 -3.72169 -2.81 -1.37 1.48
C 2.20201 0.68874 1.00621 0.62 0.15 3.85
C 3.21890 0.69909 3.20109 -1.56 1.30 -0.05
C -4.20987 -1.25012 -2.42106 4.08 1.16 1.82
C 4.48245 0.45416 3.95577 -0.87 2.19 1.83
C -2.04004 -0.58829 -2.38255 1.65 -0.81 1.88
H 4.74069 -0.49775 3.59838 1.34 -1.28 0.28
H 0.18654 2.51919 3.20784 1.57 -1.40 -0.42
H 1.07248 -2.07530 -0.37295 -1.28 0.62 -0.08
H 1.18151 0.28825 -1.43760 -1.34 -1.73 -0.72
H -0.49314 0.67569 -3.15623 0.26 1.89 -1.06
H -4.04375 0.61109 -4.73573 0.52 0.04 0.24
H -5.23165 -1.39559 -2.53606 -1.53 -0.20 -0.17
H 2.18654 1.64073 4.78599 -0.49 0.34 -0.84
H 4.38166 0.57275 5.09078 0.12 -0.59 -1.59
H -1.11221 -3.11747 -0.32000 -0.49 -4.72 2.89
H 4.27051 0.11728 1.43702 -0.24 -0.50 0.06
H 5.15336 1.27100 3.62839 0.20 -0.74 0.20
H 2.21391 0.50691 -0.02434 0.03 -0.38 -0.99
H -4.83251 1.35167 -3.34184 1.36 -0.55 -0.46
H 0.22956 1.37027 0.95721 0.19 0.47 0.38
H -3.77642 -3.09312 -1.16097 0.56 2.96 -1.37
H -3.21549 1.82365 -3.72264 1.29 1.04 -0.12
```
Positions in Å, forces in eV/Å.

* electronic energy: -674.5502 Eh
* LUMO energy: 0.0330 hartree
* strongest force on any atom: 5.56 eV/Å
* SMILES: Cc1c[nH]c2ccccc12.Cc1ccccc1
* ΔE to the lowest compared entry with this formula, charge and spin: 279.4 kJ/mol

***

2 unconnected molecules or ions with the total composition C6H12O, computed with ωB97M-V/def2-TZVPD.

Geometry as XYZ:
```
19
Properties=species:S:1:pos:R:3:forces:R:3
O 1.86976 0.46315 0.81946 -1.96 2.78 2.91
C -0.85433 -2.03803 -1.74431 -0.19 -0.53 0.50
C -0.17260 0.37949 -1.49425 -0.16 0.23 1.42
C 1.15897 1.09127 1.82186 0.79 -2.98 -2.49
C -0.78650 -0.85638 -0.81600 -0.58 0.27 -0.31
C -1.39559 -0.83447 0.39089 0.59 0.07 -0.64
C 1.52533 2.29583 2.35698 1.96 0.63 -0.37
H -1.96321 -1.70081 0.74101 0.38 0.25 -0.01
H 2.49661 2.72350 2.04671 -0.72 0.05 0.32
H -0.75917 0.73410 -2.35102 0.19 -0.46 0.06
H -0.27201 1.17875 -0.74412 0.31 0.23 -0.35
H 1.22498 -0.09317 0.33471 -0.10 -0.76 0.06
H 0.89233 0.27102 -1.78929 -0.63 -0.06 -0.01
H 0.18432 -2.30620 -2.04389 -0.92 0.18 -0.43
H -1.56955 -1.79033 -2.55356 0.94 -0.05 -0.10
H -1.41253 0.05492 1.03328 -0.16 -0.22 -0.42
H 0.26930 0.58862 2.20077 0.04 -0.09 -0.47
H -1.30600 -2.92380 -1.27794 0.28 0.22 0.15
H 0.86989 2.76254 3.06871 -0.04 0.24 0.18
```
Positions in Å, forces in eV/Å.

* net charge: +1
* electronic energy: -310.6568 Eh
* multiplicity: 2
* LUMO energy (spin up / spin down): -0.1780 / -0.3274 hartree
* strongest force on any atom: 4.47 eV/Å
* ΔE to the lowest compared entry with this formula, charge and spin: 158.7 kJ/mol